This record from the OMol25 dataset describes a molecular structure, C54H46N4NaO4PTe. The level of theory is ωB97M-V with the def2-TZVPD basis set.

Last column: Löwdin charge in e.
Element x y z (Å)
Na -1.10 0.15 0.36  0.08
O -3.92 1.55 0.66  -0.11
N -3.25 2.48 -0.10  -0.02
C -3.30 3.66 0.36  -0.11
C -2.48 4.69 -0.32  -0.22
C -2.83 6.02 -0.11  -0.05
C -2.10 7.05 -0.67  -0.08
C -0.99 6.75 -1.43  -0.08
C -0.62 5.42 -1.63  -0.07
C -1.35 4.36 -1.09  -0.28
P -0.72 2.62 -1.21  1.14
C -1.57 1.86 -2.65  -0.37
C -1.11 0.60 -3.03  -0.10
C -1.72 -0.09 -4.07  -0.08
C -2.80 0.48 -4.74  -0.09
C -3.25 1.74 -4.37  -0.09
C -2.63 2.43 -3.33  -0.09
C 0.96 2.83 -1.89  -0.38
C 1.99 2.84 -0.94  -0.10
C 3.32 2.97 -1.33  -0.08
C 3.64 3.07 -2.67  -0.09
C 2.63 3.04 -3.63  -0.08
C 1.30 2.92 -3.24  -0.09
H -3.80 0.74 0.12  0.01
H -3.89 3.91 1.24  0.14
H -3.70 6.24 0.51  0.11
H -2.39 8.08 -0.51  0.10
H -0.39 7.54 -1.88  0.10
H 0.26 5.20 -2.22  0.10
H -0.26 0.14 -2.52  0.09
H -1.35 -1.07 -4.35  0.11
H -3.28 -0.05 -5.55  0.10
H -4.08 2.19 -4.89  0.10
H -2.99 3.41 -3.05  0.10
H 1.74 2.72 0.11  0.09
H 4.10 2.97 -0.58  0.10
H 4.67 3.15 -2.98  0.10
H 2.88 3.11 -4.68  0.10
H 0.52 2.89 -3.99  0.11
C 4.93 -2.67 2.24  -0.06
C 3.74 -2.01 1.59  -0.28
C 3.27 -2.42 0.34  0.00
C 2.18 -1.81 -0.27  -0.09
C 1.59 -2.42 -1.49  -0.29
O 0.39 -2.60 -1.61  0.07
C 2.51 -2.91 -2.57  -0.15
C 3.72 -2.27 -2.82  -0.03
C 4.54 -2.69 -3.86  -0.07
C 4.14 -3.76 -4.65  -0.09
C 2.93 -4.40 -4.41  -0.08
C 2.12 -3.97 -3.38  -0.02
C 1.53 -0.68 0.31  -0.33
O 0.71 0.01 -0.36  -0.14
C 1.92 -0.37 1.67  -0.07
C 3.02 -1.01 2.23  0.01
C 1.13 0.57 2.52  -0.19
N -0.04 0.97 2.19  0.05
C -0.85 1.80 3.06  -0.27
C -1.82 0.95 3.89  -0.43
Te -2.75 -0.70 2.85  1.39
C -1.32 -2.08 3.52  -0.55
C -1.28 -2.50 4.85  -0.15
C -0.26 -3.34 5.28  -0.09
C 0.71 -3.77 4.38  -0.08
C 0.66 -3.37 3.06  -0.07
C -0.35 -2.53 2.62  -0.13
C 1.74 0.97 3.84  -0.20
C 1.55 0.19 4.97  -0.03
C 2.08 0.57 6.19  -0.07
C 2.82 1.75 6.28  -0.09
C 3.02 2.53 5.16  -0.07
C 2.49 2.14 3.93  -0.03
H 5.32 -3.47 1.61  0.07
H 4.69 -3.11 3.21  0.07
H 5.75 -1.97 2.40  0.08
H 3.75 -3.25 -0.16  0.13
H 4.02 -1.43 -2.20  0.12
H 5.47 -2.18 -4.06  0.10
H 4.78 -4.10 -5.46  0.10
H 2.63 -5.24 -5.03  0.10
H 1.16 -4.44 -3.18  0.11
H 3.33 -0.73 3.23  0.12
H -1.42 2.48 2.41  0.10
H -0.26 2.42 3.75  0.11
H -2.62 1.55 4.32  0.04
H -1.29 0.45 4.70  0.04
H -2.04 -2.16 5.55  0.10
H -0.23 -3.66 6.31  0.10
H 1.51 -4.42 4.72  0.10
H 1.42 -3.69 2.35  0.11
H -0.36 -2.21 1.59  0.08
H 0.98 -0.74 4.88  0.11
H 1.93 -0.05 7.06  0.10
H 3.24 2.05 7.24  0.10
H 3.60 3.44 5.23  0.10
H 2.65 2.75 3.05  0.12
N -4.38 -5.41 -3.11  0.18
C -5.22 -4.56 -2.47  -0.49
O -6.41 -4.78 -2.34  0.07
C -4.60 -3.29 -1.92  -0.12
C -3.26 -3.19 -1.58  0.01
C -2.79 -1.99 -1.08  -0.11
N -3.56 -0.92 -0.90  0.06
C -4.86 -1.03 -1.24  -0.10
C -5.41 -2.19 -1.74  0.02
H -4.77 -6.25 -3.50  0.11
H -3.42 -5.16 -3.31  0.09
H -2.57 -4.02 -1.68  0.12
H -1.73 -1.91 -0.86  0.09
H -5.46 -0.14 -1.10  0.12
H -6.47 -2.24 -1.98  0.12

## Properties
Strongest force on any atom = 1.81 eV/A
Kohn-Sham gap = 7.086 eV
Energy relative to the best compared isomer or geometry (same formula, charge and spin) = 0.0 kJ/mol

***

This record from the OMol25 dataset describes a molecular structure, C21H33MnN2OSb2SeSi. The level of theory is ωB97M-V with the def2-TZVPD basis set.

Last column: natural (NBO) charge in e.
Element x y z (Å)
Mn 0.41 -0.87 -1.33  1.32
C -0.22 -1.40 3.58  -0.91
Sb 0.19 -0.81 1.56  0.97
C 1.95 0.34 2.03  -0.98
C -1.34 0.78 1.46  -0.69
C -0.90 2.00 2.18  -0.10
C -1.30 2.13 3.51  -0.20
C -0.95 3.22 4.28  -0.18
C -0.15 4.21 3.72  -0.19
C 0.26 4.09 2.40  -0.20
C -0.10 3.00 1.61  0.02
C 0.48 3.06 0.21  -0.74
Sb 0.08 1.75 -1.47  1.14
C -1.80 2.55 -2.09  -0.94
C 1.35 2.85 -2.81  -0.96
H -0.21 -0.49 4.18  0.25
H 0.56 -2.08 3.93  0.25
H -1.19 -1.89 3.64  0.25
H 1.70 1.08 2.78  0.26
H 2.33 0.82 1.13  0.21
H 2.70 -0.34 2.42  0.25
H -2.21 0.32 1.94  0.26
H -1.57 0.92 0.40  0.20
H -1.94 1.37 3.94  0.22
H -1.29 3.31 5.30  0.24
H 0.15 5.07 4.30  0.24
H 0.87 4.88 1.97  0.22
H 1.57 3.06 0.29  0.24
H 0.20 4.02 -0.23  0.26
H -1.68 3.63 -2.16  0.26
H -2.57 2.31 -1.37  0.25
H -2.06 2.15 -3.07  0.26
H 0.96 3.86 -2.86  0.26
H 1.33 2.41 -3.80  0.26
H 2.37 2.88 -2.44  0.24
Se 3.71 0.28 -1.67  1.09
N 2.32 -0.87 -1.36  -0.89
C 2.87 -2.08 -1.06  0.25
C 2.17 -3.28 -0.82  -0.32
C 2.88 -4.40 -0.49  -0.08
C 4.30 -4.38 -0.40  -0.19
C 5.02 -3.26 -0.66  -0.15
C 4.31 -2.08 -1.00  0.07
N 4.88 -0.92 -1.29  -0.52
H 1.09 -3.33 -0.93  0.22
H 2.36 -5.33 -0.30  0.25
H 4.82 -5.30 -0.14  0.26
H 6.10 -3.23 -0.62  0.26
C -3.58 -0.45 -3.08  -1.14
Si -2.81 -1.73 -1.94  1.85
C -3.71 -1.82 -0.30  -1.13
C -2.64 -3.41 -2.77  -1.13
O -1.26 -1.25 -1.59  -1.16
H -4.54 -0.82 -3.45  0.27
H -2.95 -0.25 -3.95  0.24
H -3.77 0.49 -2.56  0.23
H -4.68 -2.31 -0.43  0.27
H -3.90 -0.82 0.10  0.24
H -3.15 -2.39 0.44  0.23
H -3.62 -3.76 -3.10  0.26
H -2.23 -4.16 -2.09  0.24
H -2.00 -3.36 -3.65  0.24

## Properties
Charge = +2
Multiplicity = 5
Strongest force on any atom = 1.83 eV/A
Kohn-Sham gap (spin up / spin down) = 5.024 / 5.959 eV
Energy relative to the best compared isomer or geometry (same formula, charge and spin) = 46.0 kJ/mol

***

This record from the OMol25 dataset describes 10 unconnected molecules or ions with the total composition C60H150N10O20. The level of theory is ωB97M-V with the def2-TZVPD basis set.

Last column: Löwdin charge in e.
Element x y z (Å)
C 12.91 1.72 27.47  -0.06
O 12.50 2.18 26.16  -0.22
C 12.02 1.29 25.17  -0.19
C 11.20 2.09 24.16  -0.18
N 9.89 2.57 24.61  -0.02
C 9.24 3.21 23.48  -0.19
C 9.88 4.47 22.86  -0.20
O 10.21 5.45 23.86  -0.20
C 10.86 6.54 23.24  -0.13
H 12.11 1.61 28.19  0.08
H 13.60 2.49 27.81  0.08
H 13.50 0.81 27.29  0.08
H 11.53 0.40 25.59  0.11
H 12.97 0.93 24.77  0.10
H 11.04 1.43 23.31  0.09
H 11.81 2.94 23.83  0.11
H 10.20 3.22 25.33  0.12
H 8.24 3.51 23.82  0.10
H 9.08 2.50 22.67  0.10
H 9.16 4.90 22.17  0.10
H 10.75 4.13 22.28  0.09
H 10.23 7.06 22.51  0.07
H 11.75 6.13 22.75  0.08
H 11.16 7.25 24.00  0.07
C 16.93 5.77 20.56  -0.10
O 16.48 5.70 21.90  -0.19
C 16.06 4.42 22.30  -0.23
C 15.06 4.57 23.45  -0.23
N 15.46 5.37 24.57  -0.01
C 14.35 5.53 25.54  -0.19
C 14.54 6.65 26.51  -0.22
O 14.97 7.82 25.84  -0.21
C 15.60 8.82 26.61  -0.11
H 16.05 5.56 19.93  0.09
H 17.69 5.04 20.29  0.08
H 17.22 6.79 20.32  0.08
H 16.90 3.78 22.59  0.13
H 15.56 3.88 21.50  0.09
H 14.82 3.54 23.74  0.10
H 14.20 4.91 22.85  0.11
H 15.73 6.27 24.20  0.10
H 14.23 4.63 26.14  0.11
H 13.37 5.74 25.08  0.11
H 15.26 6.30 27.26  0.12
H 13.65 6.86 27.10  0.10
H 15.94 9.67 26.02  0.09
H 16.46 8.47 27.19  0.09
H 14.89 9.33 27.26  0.09
C 7.87 8.50 28.35  -0.10
O 6.78 7.70 28.82  -0.20
C 6.98 6.27 28.82  -0.18
C 7.03 5.70 27.41  -0.22
N 5.80 5.98 26.68  -0.04
C 5.85 5.44 25.33  -0.19
C 6.92 6.10 24.47  -0.21
O 6.81 7.51 24.57  -0.18
C 7.96 8.15 24.14  -0.13
H 8.02 8.35 27.28  0.06
H 8.80 8.18 28.82  0.08
H 7.68 9.55 28.57  0.09
H 6.18 5.77 29.37  0.12
H 7.94 6.13 29.33  0.11
H 7.09 4.62 27.51  0.12
H 7.94 6.06 26.92  0.10
H 5.70 6.98 26.67  0.10
H 4.88 5.62 24.86  0.12
H 6.00 4.36 25.37  0.09
H 6.84 5.80 23.41  0.09
H 7.91 5.77 24.78  0.10
H 7.90 9.24 24.26  0.09
H 8.07 7.99 23.06  0.08
H 8.88 7.90 24.67  0.07
C 10.82 7.99 19.32  -0.10
O 9.52 7.52 18.98  -0.19
C 9.41 6.09 18.85  -0.20
C 7.93 5.69 19.08  -0.19
N 7.54 5.87 20.48  -0.04
C 6.19 5.39 20.75  -0.19
C 5.09 6.31 20.12  -0.22
O 5.32 7.71 20.16  -0.17
C 5.13 8.19 21.46  -0.10
H 10.84 9.08 19.37  0.09
H 11.51 7.55 18.60  0.08
H 11.03 7.72 20.36  0.07
H 10.02 5.53 19.57  0.11
H 9.70 5.79 17.84  0.12
H 7.93 4.64 18.81  0.09
H 7.24 6.24 18.43  0.12
H 7.58 6.85 20.73  0.10
H 6.08 5.46 21.83  0.08
H 6.02 4.35 20.46  0.10
H 4.11 6.05 20.53  0.12
H 4.90 6.02 19.09  0.11
H 4.16 7.92 21.87  0.10
H 5.19 9.28 21.46  0.10
H 5.92 7.81 22.12  0.06
C 12.33 -1.67 23.21  -0.09
O 10.96 -1.29 23.33  -0.19
C 10.30 -1.08 22.10  -0.22
C 8.81 -0.80 22.30  -0.18
N 8.25 -2.00 22.94  -0.04
C 6.85 -2.11 22.62  -0.22
C 6.16 -3.17 23.47  -0.22
O 6.51 -2.92 24.82  -0.20
C 5.82 -3.76 25.72  -0.11
H 12.36 -2.66 22.75  0.09
H 12.70 -1.63 24.23  0.09
H 12.92 -1.06 22.52  0.07
H 10.35 -2.02 21.54  0.12
H 10.79 -0.32 21.49  0.09
H 8.35 -0.61 21.34  0.11
H 8.67 0.12 22.88  0.10
H 8.42 -2.00 23.94  0.10
H 6.83 -2.41 21.57  0.12
H 6.35 -1.14 22.74  0.10
H 6.41 -4.18 23.13  0.12
H 5.09 -2.96 23.38  0.12
H 6.16 -4.80 25.68  0.09
H 4.74 -3.64 25.67  0.09
H 6.15 -3.46 26.72  0.08
C 9.89 -0.97 29.05  -0.11
O 9.27 0.25 28.70  -0.22
C 8.65 0.28 27.44  -0.22
C 8.00 1.67 27.24  -0.20
N 7.32 1.99 26.00  -0.05
C 6.57 0.90 25.41  -0.18
C 5.64 1.36 24.27  -0.18
O 6.40 1.34 23.07  -0.23
C 5.79 1.83 21.91  -0.11
H 10.40 -1.34 28.15  0.08
H 9.23 -1.75 29.42  0.09
H 10.70 -0.77 29.75  0.08
H 7.83 -0.43 27.54  0.11
H 9.31 -0.06 26.64  0.11
H 8.73 2.44 27.51  0.10
H 7.22 1.71 28.00  0.12
H 8.05 2.28 25.35  0.05
H 6.04 0.34 26.19  0.12
H 7.26 0.20 24.94  0.11
H 5.35 2.38 24.53  0.10
H 4.74 0.75 24.15  0.12
H 5.40 2.84 22.05  0.08
H 5.02 1.12 21.57  0.09
H 6.56 1.87 21.15  0.06
C 15.46 -3.67 22.79  -0.11
O 15.21 -2.66 23.76  -0.20
C 15.98 -1.48 23.53  -0.21
C 15.94 -0.47 24.69  -0.17
N 16.72 0.77 24.39  -0.04
C 16.49 1.83 25.40  -0.19
C 17.04 1.43 26.77  -0.20
O 15.99 0.74 27.45  -0.23
C 16.17 0.66 28.84  -0.12
H 15.30 -3.35 21.75  0.09
H 14.77 -4.48 23.01  0.09
H 16.50 -4.01 22.81  0.08
H 15.82 -1.01 22.56  0.09
H 17.01 -1.86 23.46  0.12
H 16.31 -0.96 25.59  0.11
H 14.93 -0.14 24.95  0.10
H 17.70 0.55 24.36  0.10
H 15.45 2.15 25.51  0.11
H 17.01 2.75 25.10  0.11
H 17.32 2.32 27.35  0.12
H 17.93 0.81 26.67  0.12
H 15.32 0.19 29.34  0.09
H 16.26 1.64 29.32  0.08
H 17.09 0.12 29.07  0.09
C 17.76 2.11 19.28  -0.10
O 16.48 2.17 19.89  -0.21
C 16.01 0.97 20.45  -0.22
C 14.68 1.16 21.19  -0.22
N 13.65 1.61 20.30  -0.06
C 12.43 1.92 21.01  -0.21
C 11.29 2.05 19.99  -0.18
O 10.15 2.44 20.73  -0.25
C 8.97 2.48 19.97  -0.10
H 17.90 3.02 18.71  0.08
H 17.80 1.38 18.47  0.09
H 18.53 1.95 20.04  0.09
H 16.69 0.53 21.18  0.11
H 15.87 0.22 19.66  0.13
H 14.82 1.80 22.07  0.11
H 14.31 0.18 21.48  0.10
H 13.95 2.43 19.78  0.11
H 12.58 2.86 21.56  0.12
H 12.21 1.14 21.73  0.09
H 11.03 1.11 19.49  0.13
H 11.57 2.88 19.33  0.13
H 8.61 1.46 19.82  0.09
H 9.19 2.98 19.03  0.08
H 8.26 3.09 20.54  0.07
C 12.80 0.46 34.41  -0.12
O 12.18 0.91 33.24  -0.19
C 10.81 1.18 33.46  -0.22
C 10.12 1.63 32.14  -0.21
N 10.75 2.78 31.56  -0.07
C 10.14 3.26 30.32  -0.20
C 11.06 4.34 29.75  -0.22
O 10.60 4.59 28.42  -0.19
C 11.14 5.77 27.91  -0.12
H 12.69 1.16 35.25  0.09
H 13.86 0.42 34.14  0.09
H 12.45 -0.53 34.69  0.09
H 10.67 2.05 34.10  0.12
H 10.26 0.30 33.80  0.12
H 9.05 1.79 32.26  0.13
H 10.26 0.81 31.43  0.10
H 11.75 2.70 31.48  0.10
H 9.13 3.64 30.49  0.12
H 9.92 2.49 29.58  0.09
H 12.14 4.13 29.77  0.12
H 11.05 5.19 30.44  0.12
H 11.02 6.59 28.63  0.08
H 10.69 5.93 26.93  0.09
H 12.23 5.71 27.77  0.06
C 10.84 9.66 26.95  -0.09
O 11.81 10.45 26.24  -0.20
C 12.51 9.80 25.17  -0.21
C 11.93 10.12 23.81  -0.17
N 12.41 9.27 22.71  -0.06
C 13.85 9.12 22.63  -0.19
C 14.21 8.31 21.36  -0.18
O 13.74 9.05 20.22  -0.22
C 14.13 8.57 18.95  -0.12
H 11.46 9.24 27.75  0.08
H 10.35 8.84 26.44  0.07
H 10.13 10.38 27.36  0.09
H 12.59 8.76 25.48  0.11
H 13.49 10.27 25.19  0.11
H 12.06 11.16 23.50  0.12
H 10.85 9.94 23.72  0.11
H 11.99 9.43 21.80  0.10
H 14.26 8.59 23.49  0.10
H 14.39 10.08 22.57  0.12
H 13.67 7.36 21.36  0.11
H 15.28 8.17 21.22  0.11
H 13.81 9.27 18.18  0.09
H 13.75 7.57 18.72  0.07
H 15.22 8.53 18.96  0.08

## Properties
Strongest force on any atom = 2.40 eV/A
Kohn-Sham gap = 8.582 eV
Energy relative to the best compared isomer or geometry (same formula, charge and spin) = 187.6 kJ/mol

***

This record from the OMol25 dataset describes a single C4H3FO molecule. The level of theory is ωB97M-V with the def2-TZVPD basis set.

Last column: natural (NBO) charge in e.
Element x y z (Å)
C 0.05 1.00 0.22  -0.59
C -0.84 2.20 0.16  0.39
C 1.51 0.75 -0.45  0.69
C 0.42 -0.35 -0.45  -0.46
O 2.57 1.27 -0.56  -0.44
F -0.47 2.97 1.20  -0.35
H 0.35 1.00 1.33  0.25
H 0.58 -1.13 0.23  0.24
H 0.17 -0.65 -1.49  0.26

## Properties
Strongest force on any atom = 3.99 eV/A
Kohn-Sham gap = 8.941 eV
Energy relative to the best compared isomer or geometry (same formula, charge and spin) = 439.2 kJ/mol

***

This record from the OMol25 dataset describes a single C9H8S molecule. The level of theory is ωB97M-V with the def2-TZVPD basis set.

Last column: natural (NBO) charge in e.
Element x y z (Å)
C 1.89 1.77 0.02  0.01
C 0.94 0.96 0.34  -0.13
C -3.76 0.74 -0.46  -0.24
C -2.68 0.23 -0.60  -0.02
C 1.96 -0.11 -0.21  -0.08
C 3.02 0.68 0.41  -0.47
C 0.09 0.14 1.01  -0.13
C -1.46 -0.53 -0.94  -0.45
C -0.61 -0.97 0.39  -0.44
S 1.65 -1.18 -1.38  0.04
H -4.67 1.21 -0.20  0.23
H 3.87 0.80 -0.22  0.23
H 3.43 0.69 1.53  0.25
H 0.16 0.33 2.05  0.24
H -1.86 -1.51 -1.26  0.24
H -0.91 -0.02 -1.61  0.24
H -1.20 -1.43 1.11  0.23
H 0.12 -1.80 0.01  0.25

## Properties
Strongest force on any atom = 6.22 eV/A
Kohn-Sham gap = 8.132 eV
Energy relative to the best compared isomer or geometry (same formula, charge and spin) = 718.5 kJ/mol